a:
The following is a DFT calculation (ωB97M-V/def2-TZVPD) of C5H10O in the gas phase.

Summary:
Gap between HOMO and LUMO, hartree: 0.4102
HOMO level, eV: -10.139
LUMO energy, eV: 1.022
Structure (SMILES): OC1CCCC1

Geometry as ORCA input:
```
! RIJCOSX wB97M-V def2-TZVPD def2/J DEFGRID3
* xyz 0 1
H 0.1739 -2.3980 0.2045
H -1.4090 -0.7195 1.0927
C 1.2145 -0.4525 0.1007
H 1.1283 1.6454 -0.6388
C -0.8402 0.7503 -0.4143
C -1.1998 -0.6748 0.0166
H 1.5169 -0.6332 1.1370
H -2.0741 -1.0680 -0.5142
H -1.5110 1.5297 -0.0372
C 0.6045 0.9689 0.0557
H 0.1259 -1.6355 -1.3870
H -0.8483 0.7975 -1.5113
H 0.2091 2.3583 1.3573
O 0.6748 1.5105 1.3709
H 2.1031 -0.5578 -0.5292
C 0.0921 -1.4326 -0.3075
*
```

Mulliken atomic charge list, values in e, 5 entries: atom 1 (H): 0.32, atom 2 (H): 0.28, atom 3 (C): -0.77, atom 4 (H): 0.27, atom 5 (C): -0.72

***

b:
The following is a DFT calculation (ωB97M-V/def2-TZVPD) of C5H10O in the gas phase.

Summary:
Gap between HOMO and LUMO, hartree: 0.4146
HOMO level, eV: -10.214
LUMO energy, eV: 1.068
Structure (SMILES): OCC1CCC1

Geometry as ORCA input:
```
! RIJCOSX wB97M-V def2-TZVPD def2/J DEFGRID3
* xyz 0 1
C -1.1336 -0.1962 1.2829
H 1.1514 0.7763 -2.0751
H -1.5281 0.6781 1.8149
C 0.7742 1.1579 0.0523
H -0.0193 -1.3782 -1.5780
H 2.4650 0.1300 -1.0668
H 0.6015 2.2255 -0.1112
C 1.3916 0.3374 -1.1016
C 0.4201 -0.8102 -0.7507
O -2.2354 -1.0572 1.0577
H -1.2101 0.6527 -0.6818
C -0.4572 0.2283 -0.0045
H -2.0410 -1.5861 0.2738
H -0.3880 -0.6759 1.9414
H 0.8736 -1.5123 -0.0392
H 1.3352 1.0298 0.9857
*
```

Mulliken atomic charge list, values in e, 5 entries: atom 1 (C): -0.55, atom 2 (H): 0.23, atom 3 (H): 0.29, atom 4 (C): -0.71, atom 5 (H): 0.36

***

a is favored, and the nearest alternative lies 88.8 kJ/mol above it.

***

a:
The following is a DFT calculation (ωB97M-V/def2-TZVPD) of C5H10O in the gas phase.

Summary:
Gap between HOMO and LUMO, hartree: 0.3768
HOMO level, eV: -9.402
LUMO energy, eV: 0.851
Structure (SMILES): C[C@@H]1[C@H](C)[C@@H]1O

Geometry as ORCA input:
```
! RIJCOSX wB97M-V def2-TZVPD def2/J DEFGRID3
* xyz 0 1
H -2.0671 -0.6455 -1.6112
H -1.0606 1.5491 1.4306
H -0.3646 -0.2598 -1.8576
H -0.8346 -1.8809 -1.3050
C 0.3593 -0.1399 0.9323
C 1.6844 -0.3577 0.2442
C -0.9729 -0.3574 0.2219
H 1.9134 -1.4256 0.1561
H 0.3548 -0.4023 1.9898
O -0.2331 1.8362 -0.5291
C -1.0577 -0.8114 -1.2178
C -0.5224 1.0178 0.5603
H 1.6898 0.0733 -0.7606
H -1.7630 -0.7474 0.8590
H 0.3595 2.4474 0.0815
H 2.4982 0.1095 0.8121
*
```

Mulliken atomic charge list, values in e, 5 entries: atom 1 (H): 0.37, atom 2 (H): 0.29, atom 3 (H): 0.30, atom 4 (H): 0.32, atom 5 (C): 0.17

***

b:
The following is a DFT calculation (ωB97M-V/def2-TZVPD) of C5H10O in the gas phase.

Summary:
Gap between HOMO and LUMO, hartree: 0.3682
HOMO level, eV: -8.989
LUMO energy, eV: 1.030
Structure (SMILES): COC1(C)CC1

Geometry as ORCA input:
```
! RIJCOSX wB97M-V def2-TZVPD def2/J DEFGRID3
* xyz 0 1
H -0.1399 -1.5583 -1.2140
H 2.6790 -0.5192 0.9409
O 0.7050 -0.1957 0.9566
H -0.6856 -2.0406 1.0474
C 1.9277 -0.0527 0.3023
C -1.1959 -1.1856 0.6006
C -0.8517 -0.8936 -0.7694
H -2.1655 -0.9875 0.9640
C -0.4418 0.1515 0.2065
H -0.4250 2.2569 0.6794
H -1.5078 1.8159 -0.6686
C -0.5531 1.6034 -0.1839
H -1.6722 -0.7226 -1.4411
H 2.1613 1.0077 0.1828
H 1.9362 -0.5441 -0.6813
H 0.2293 1.8647 -0.9222
*
```

Mulliken atomic charge list, values in e, 5 entries: atom 1 (H): 0.21, atom 2 (H): 0.26, atom 3 (O): -0.36, atom 4 (H): 0.18, atom 5 (C): -0.76

***

a is favored, and the nearest alternative lies 129.8 kJ/mol above it.

***

a:
The following is a DFT calculation (ωB97M-V/def2-TZVPD) of C5H10O in the gas phase.

Summary:
Gap between HOMO and LUMO, hartree: 0.3938
HOMO level, eV: -9.553
LUMO energy, eV: 1.163
Structure (SMILES): CC[C@H]1CCO1

Geometry as ORCA input:
```
! RIJCOSX wB97M-V def2-TZVPD def2/J DEFGRID3
* xyz 0 1
H 1.0888 0.7828 1.6270
H 0.6675 -2.7507 -1.3809
H -1.4073 -1.2871 -1.1845
O 1.2313 -1.3315 0.1204
H -1.4589 1.9129 0.2218
H -0.4716 2.8028 1.4561
C -0.4565 -0.8038 -1.0852
C -0.7592 1.7835 1.0836
H 1.5732 -1.3708 -1.9349
H -0.4475 0.0477 -1.7791
H -0.6253 -1.0098 1.1025
C 0.0366 -0.5420 0.3694
H -1.2970 1.3133 1.9433
C 0.4469 0.8556 0.7347
H 1.0615 1.2806 -0.1040
C 0.8175 -1.6835 -1.1901
*
```

Mulliken atomic charge list, values in e, 5 entries: atom 1 (H): 0.29, atom 2 (H): 0.25, atom 3 (H): 0.32, atom 4 (O): -0.45, atom 5 (H): 0.28

***

b:
The following is a DFT calculation (ωB97M-V/def2-TZVPD) of 2 unconnected molecules or ions with the total composition C5H10O.

Summary:
Gap between HOMO and LUMO, hartree: 0.3835
HOMO level, eV: -9.487
LUMO energy, eV: 0.950
Structure (SMILES): C[C@H]1CCC1=O.[H][H]

Geometry as ORCA input:
```
! RIJCOSX wB97M-V def2-TZVPD def2/J DEFGRID3
* xyz 0 1
H -0.4621 1.9966 0.1751
C -0.5195 -0.1685 0.1703
H -1.8569 1.3072 1.0269
H -0.8255 -0.9904 0.8319
H 0.8981 -0.5174 -2.5592
C 0.4107 -0.9466 -1.6792
H -1.8211 -1.1256 -1.4081
H -1.2484 0.5125 -1.8006
C -0.7884 1.1764 0.8247
C 0.9034 -0.4268 -0.3299
C -0.9951 -0.4210 -1.2887
H 0.4727 -2.0388 -1.7393
O 1.9931 -0.1946 0.1250
H 1.9189 0.2353 3.2224
H 2.0008 0.1485 2.4861
H -0.2447 1.2616 1.7707
*
```

Mulliken atomic charge list, values in e, 5 entries: atom 1 (H): 0.33, atom 2 (C): 0.40, atom 3 (H): 0.36, atom 4 (H): 0.28, atom 5 (H): 0.29

***

c:
The following is a DFT calculation (ωB97M-V/def2-TZVPD) of 2 unconnected molecules or ions with the total composition C5H10O.

Summary:
Gap between HOMO and LUMO, hartree: 0.3790
HOMO level, eV: -9.324
LUMO energy, eV: 0.989
Structure (SMILES): CC1=C[C@@H]1C.O

Geometry as ORCA input:
```
! RIJCOSX wB97M-V def2-TZVPD def2/J DEFGRID3
* xyz 0 1
C -1.6179 1.3441 -0.4634
H -0.8852 2.0064 -0.9359
H -1.5470 -0.7526 0.2336
H 2.6115 0.1012 0.3207
O 0.6567 -2.5185 0.9878
H -2.4880 1.2705 -1.1235
C 0.5473 -0.0078 -0.1436
C 0.0931 -0.4107 -1.2906
H 0.4932 -2.2006 0.0858
C -0.9414 0.0053 -0.2850
H 1.6650 1.5839 0.5737
H 1.5569 0.2515 1.7403
H -0.1561 -2.2871 1.4527
H -1.9281 1.7932 0.4872
C 1.6604 0.4944 0.6810
H 0.2798 -0.6733 -2.3207
*
```

Mulliken atomic charge list, values in e, 5 entries: atom 1 (C): -1.40, atom 2 (H): 0.29, atom 3 (H): 0.26, atom 4 (H): 0.29, atom 5 (O): -0.66

***

a is favored, and the nearest alternative lies 34.6 kJ/mol above it.

***

a:
The following is a DFT calculation (ωB97M-V/def2-TZVPD) of C5H10O in the gas phase.

Summary:
Gap between HOMO and LUMO, hartree: 0.3865
HOMO level, eV: -9.472
LUMO energy, eV: 1.046
Structure (SMILES): CCC(=O)CC

Geometry as ORCA input:
```
! RIJCOSX wB97M-V def2-TZVPD def2/J DEFGRID3
* xyz 0 1
H 1.9317 -1.2816 -0.0336
C -2.4448 -0.0570 0.3699
H 0.8311 0.9507 -1.3404
H 1.5932 1.7171 0.0569
H -0.9809 -0.4128 -1.1938
O 0.0063 0.5957 1.7321
H -2.6564 0.9747 0.0741
C 2.3070 -0.3017 -0.3410
H 2.7321 -0.4224 -1.3396
H 3.1107 -0.0444 0.3524
H -0.8868 -1.5391 0.1525
H -3.2229 -0.6913 -0.0618
H -2.5021 -0.1109 1.4586
C -1.0617 -0.4859 -0.1061
C 0.0420 0.3369 0.5474
C 1.2014 0.7720 -0.3276
*
```

Mulliken atomic charge list, values in e, 5 entries: atom 1 (H): 0.33, atom 2 (C): -1.24, atom 3 (H): 0.31, atom 4 (H): 0.33, atom 5 (H): 0.31

***

b:
The following is a DFT calculation (ωB97M-V/def2-TZVPD) of 2 unconnected molecules or ions with the total composition C5H10O.

Summary:
Gap between HOMO and LUMO, hartree: 0.3835
HOMO level, eV: -9.486
LUMO energy, eV: 0.951
Structure (SMILES): C[C@H]1CCC1=O.[H][H]

Geometry as ORCA input:
```
! RIJCOSX wB97M-V def2-TZVPD def2/J DEFGRID3
* xyz 0 1
H -2.0788 2.0955 2.3436
C -1.5437 -0.2259 -0.5331
H -2.0782 -1.1550 -0.7580
H 0.7268 -1.0822 -1.8199
O 0.5686 1.8036 0.7017
H 2.5097 0.4780 -1.0254
C 0.7418 0.6753 0.3215
H -1.4188 0.3301 -1.4693
H 1.1967 -2.1855 -0.5056
H -0.3227 -1.0526 1.0550
C -0.1954 -0.5150 0.1055
H 2.6249 -0.4151 0.5098
H -1.4403 2.0917 1.9579
C 0.9374 -1.1526 -0.7483
C 1.9379 -0.0685 -0.2701
H -2.1661 0.3779 0.1346
*
```

Mulliken atomic charge list, values in e, 5 entries: atom 1 (H): 0.23, atom 2 (C): -1.32, atom 3 (H): 0.36, atom 4 (H): 0.27, atom 5 (O): -0.55

***

a is favored, and the nearest alternative lies 140.5 kJ/mol above it.

***

a:
The following is a DFT calculation (ωB97M-V/def2-TZVPD) of 2 unconnected molecules or ions with the total composition C5H10O.

Summary:
Gap between HOMO and LUMO, hartree: 0.3601
HOMO level, eV: -9.212
LUMO energy, eV: 0.585
Structure (SMILES): C=CCC=C.O

Geometry as ORCA input:
```
! RIJCOSX wB97M-V def2-TZVPD def2/J DEFGRID3
* xyz 0 1
C 1.2004 -0.5867 0.5347
C 0.1998 -0.8261 -0.2891
O 3.0388 4.5327 -1.4019
H -3.0679 -0.9525 0.0627
H 3.2759 4.1961 -2.2607
C -1.8520 -2.1762 1.2558
H 2.9972 3.6232 -0.8330
H 2.1974 -0.8126 0.2849
C -2.0962 -1.1714 0.3252
H -1.1076 0.6653 0.4250
H -1.5725 0.2088 -1.1731
C -1.1040 -0.2789 -0.2709
H -2.5931 -2.7482 1.7355
H -0.8864 -2.3571 1.4311
H 0.2699 -1.3096 -1.2780
H 1.1002 -0.0067 1.4517
*
```

Mulliken atomic charge list, values in e, 5 entries: atom 1 (C): -0.78, atom 2 (C): -0.14, atom 3 (O): -0.65, atom 4 (H): 0.37, atom 5 (H): 0.32

***

b:
The following is a DFT calculation (ωB97M-V/def2-TZVPD) of C5H10O in the gas phase.

Summary:
Gap between HOMO and LUMO, hartree: 0.3801
HOMO level, eV: -9.478
LUMO energy, eV: 0.864
Structure (SMILES): CC(=O)C(C)C

Geometry as ORCA input:
```
! RIJCOSX wB97M-V def2-TZVPD def2/J DEFGRID3
* xyz 0 1
H 0.6101 1.7487 1.7608
H 0.5180 0.0100 2.0098
H 0.3080 -2.3301 0.9389
C -0.5822 -1.9517 0.4210
H -1.3342 -1.6928 1.1694
C 0.7581 1.2283 -1.4222
O 0.0427 -1.1342 -1.6690
H -0.9365 0.9553 1.8968
C -0.0478 0.6301 -0.1264
H 1.3010 2.1329 -1.1803
H -0.9460 -2.7477 -0.2319
H -0.0026 1.4674 -2.1870
H 1.4349 0.5566 -1.9823
H -1.0037 1.1104 -0.3331
C 0.0728 0.8476 1.4515
C -0.1926 -0.8308 -0.5160
*
```

Mulliken atomic charge list, values in e, 5 entries: atom 1 (H): 0.35, atom 2 (H): 0.30, atom 3 (H): 0.30, atom 4 (C): -1.26, atom 5 (H): 0.33

***

b is favored, and the nearest alternative lies 176.2 kJ/mol above it.

***

a:
The following is a DFT calculation (ωB97M-V/def2-TZVPD) of C5H10O in the gas phase.

Summary:
Gap between HOMO and LUMO, hartree: 0.3856
HOMO level, eV: -9.608
LUMO energy, eV: 0.886
Structure (SMILES): CC(C)(C)C=O

Geometry as ORCA input:
```
! RIJCOSX wB97M-V def2-TZVPD def2/J DEFGRID3
* xyz 0 1
H -0.6468 -1.6519 0.4046
H -0.9871 0.9356 -1.6235
O -1.9924 -0.0264 -0.1793
C 0.6562 1.3464 0.6983
H 1.0919 -1.4155 -1.2713
H 0.8760 2.0720 -0.0644
C 1.4460 -0.4799 -1.0151
H 0.9263 -1.7063 1.4007
C -0.9574 0.2299 -0.6908
C 0.0647 -1.1074 1.0397
H 1.5077 1.5011 1.3845
H 2.3799 -0.5087 -0.4083
H -0.2689 -0.8127 2.0036
H -0.1680 1.6075 1.2088
H 1.4910 0.2324 -1.8552
C 0.4134 0.0040 0.0104
*
```

Mulliken atomic charge list, values in e, 5 entries: atom 1 (H): 0.40, atom 2 (H): 0.31, atom 3 (O): -0.43, atom 4 (C): -1.82, atom 5 (H): 0.45

***

b:
The following is a DFT calculation (ωB97M-V/def2-TZVPD) of C5H10O in the gas phase.

Summary:
Gap between HOMO and LUMO (alpha / beta), hartree: 0.2839 / 0.2484
HOMO level (alpha / beta), eV: -7.403 / -6.878
LUMO energy (alpha / beta), eV: 0.323 / -0.119

Geometry as ORCA input:
```
! RIJCOSX wB97M-V def2-TZVPD def2/J DEFGRID3
* xyz 0 1
H 0.3481 -0.4505 1.7809
O -0.4291 -1.8998 -0.3550
H 1.3152 -1.8736 -1.4530
H -1.1997 0.7542 -1.0637
H 1.6294 0.5792 -0.6571
H -0.0549 -1.0234 -2.2449
H -1.0416 -1.0809 -0.0994
H -1.7293 1.9674 1.1052
H -0.1430 1.5311 1.7566
C -0.6215 0.5910 -0.1445
C 0.7357 -0.8514 0.8512
H 1.3390 -1.7538 0.9481
C 0.4455 -1.2294 -1.2912
C -0.6946 1.7383 0.8248
H -0.2541 2.6668 0.4240
C 0.7366 -0.0128 -0.4007
*
```

Mulliken atomic charge list, values in e, 5 entries: atom 1 (H): 0.22, atom 2 (O): -0.49, atom 3 (H): 0.31, atom 4 (H): 0.32, atom 5 (H): 0.39

***

a is favored, and the nearest alternative lies 408.5 kJ/mol above it.